Here is a 12-piece molecular cluster, C47H81F9N13O4S overall from the Open Molecules 2025 dataset. Energies are from ωB97M-V/def2-TZVPD.

Its net charge is +1. For the lowest unoccupied orbital energy, the calculation gives -2.133 eV. For the gap between HOMO and LUMO, the calculation gives 9.52 eV.

Cartesian coordinates (Å):
S1 -0.05 2.58 5.60
F1 3.23 3.29 3.35
F2 0.70 3.68 6.43
F3 1.05 4.28 3.95
F4 -0.83 1.45 4.79
F5 0.55 2.40 3.01
F6 -1.09 3.67 5.07
F7 0.94 1.47 6.14
F8 3.00 2.88 5.47
F9 -1.00 2.31 6.83
O1 2.11 -0.07 -2.34
O2 2.42 -4.22 -0.58
O3 -4.37 -5.08 -2.40
O4 -0.95 -4.27 -1.88
N1 2.73 10.12 -3.80
N2 0.35 -4.63 -5.26
N3 -0.04 9.66 8.08
N4 -5.26 5.14 9.17
N5 -2.08 -1.26 -1.94
N6 1.16 -7.86 -2.12
N7 2.71 -2.32 -2.48
N8 0.17 3.53 -1.93
N9 1.58 5.28 -6.22
N10 -2.13 4.86 11.57
N11 -4.07 5.89 1.02
N12 -4.56 -2.56 -6.50
N13 0.79 -2.48 -0.34
C1 5.25 2.69 -4.19
C2 -3.03 3.86 8.70
C3 1.43 6.18 -5.52
C4 2.38 -4.90 0.69
C5 -0.42 -4.04 -5.89
C6 -1.38 -3.30 -6.70
C7 2.87 3.40 -3.84
C8 -1.91 5.33 2.36
C9 -3.11 5.66 1.61
C10 3.85 2.22 -3.77
C11 1.25 -3.71 -1.11
C12 2.61 -1.40 0.96
C13 -0.51 8.62 8.23
C14 1.23 7.30 -4.62
C15 -5.41 -6.80 -1.00
C16 2.57 2.51 4.25
C17 -1.11 7.31 8.42
C18 -5.77 -4.86 -6.32
C19 2.08 -0.59 2.17
C20 -5.19 -6.25 -2.40
C21 1.08 2.96 4.11
C22 -0.59 -9.05 -3.64
C23 0.14 -4.74 -1.11
C24 1.77 -1.32 -0.33
C25 1.04 -7.10 2.51
C26 -3.94 -2.16 -3.53
C27 -3.01 -5.25 -2.71
C28 2.67 10.54 -4.87
C29 -2.93 -1.67 -2.61
C30 -2.18 -4.86 -1.50
C31 2.62 -1.18 -1.64
C32 2.89 1.05 3.98
C33 2.48 -7.00 1.98
C34 -5.10 -3.58 -6.41
C35 -0.75 2.83 -2.02
C36 2.60 11.08 -6.22
C37 3.93 1.60 -2.36
C38 -1.90 1.94 -2.14
C39 1.56 -3.18 -2.52
C40 -3.16 5.07 12.04
C41 4.69 2.45 -1.34
C42 2.57 1.18 -1.81
C43 -4.46 5.36 12.62
C44 -4.28 4.57 8.95
C45 0.38 -8.39 -2.78
C46 2.56 -6.39 0.57
C47 2.99 0.62 2.50
H1 -1.36 6.24 2.60
H2 -4.66 -7.54 -0.72
H3 1.16 -0.43 -0.28
H4 2.18 7.63 -4.21
H5 3.54 -6.60 0.15
H6 -4.41 6.28 13.20
H7 1.07 -0.22 1.97
H8 -1.62 0.92 -1.87
H9 3.56 -2.83 -2.34
H10 1.49 -4.65 1.26
H11 -2.78 -6.27 -3.02
H12 1.70 -4.02 -3.19
H13 -1.36 6.88 7.45
H14 -0.40 6.65 8.93
H15 -4.91 -1.73 -3.29
H16 -5.19 5.47 11.82
H17 -5.44 -5.99 -0.29
H18 -0.11 -2.21 -0.75
H19 4.45 2.15 -0.32
H20 -2.01 7.39 9.02
H21 0.76 8.13 -5.15
H22 3.62 -1.06 0.74
H23 4.43 3.50 -1.44
H24 -2.26 1.96 -3.16
H25 -5.45 -5.38 -5.42
H26 2.79 3.85 -2.85
H27 3.20 4.14 -4.56
H28 -2.10 -3.97 -7.15
H29 -2.01 -5.75 -0.90
H30 0.93 -6.66 3.50
H31 5.76 2.36 -1.47
H32 2.21 0.40 4.52
H33 0.69 -8.13 2.54
H34 -0.32 -8.90 -4.68
H35 5.45 3.68 -3.76
H36 -4.78 -7.01 -3.07
H37 2.34 12.13 -6.18
H38 3.23 -4.51 1.26
H39 0.59 -2.72 0.63
H40 1.87 3.05 -4.08
H41 -4.01 -3.24 -3.46
H42 0.35 -6.55 1.86
H43 -2.73 -4.60 -3.55
H44 1.85 10.54 -6.79
H45 3.64 -0.96 -1.32
H46 3.57 10.96 -6.71
H47 4.01 0.30 2.30
H48 1.75 1.88 -2.00
H49 -5.53 -5.47 -7.20
H50 -2.87 3.14 9.50
H51 0.54 -5.66 -1.52
H52 -6.38 -7.30 -0.97
H53 2.96 -7.97 2.00
H54 -6.15 -5.95 -2.81
H55 3.03 -6.34 2.66
H56 -0.21 -4.91 -0.09
H57 0.58 7.01 -3.80
H58 6.04 2.03 -3.82
H59 -2.78 -4.17 -0.91
H60 4.50 0.67 -2.49
H61 3.87 0.93 4.45
H62 -2.21 4.56 8.70
H63 2.00 -1.24 3.04
H64 3.57 1.43 -4.47
H65 -3.08 3.33 7.75
H66 -2.69 2.28 -1.48
H67 0.68 -2.64 -2.87
H68 -2.17 4.82 3.28
H69 2.63 1.14 -0.72
H70 -6.85 -4.72 -6.28
H71 1.77 -6.83 -0.03
H72 -3.67 -1.88 -4.54
H73 -1.91 -2.58 -6.08
H74 2.65 -2.44 1.26
H75 -1.27 4.68 1.75
H76 -0.85 -2.76 -7.49
H77 -4.77 4.54 13.27
H78 5.32 2.78 -5.27
H79 -0.60 -10.12 -3.43
H80 -1.59 -8.65 -3.46
H81 2.72 1.43 1.83

=====

Here is C22H29N5O3Os as an isolated structure from the Open Molecules 2025 dataset. Energies are from ωB97M-V/def2-TZVPD.

Its spin multiplicity is 5. Its net charge is +4. For the lowest unoccupied orbital energy (spin up / spin down), the calculation gives -12.383 / -16.321 eV. For the gap between HOMO and LUMO (spin up / spin down), the calculation gives 7.74 / 3.55 eV.

Cartesian coordinates (Å):
Os1 -0.09 0.08 -0.94
O1 1.59 -2.96 -0.20
O2 -0.43 -1.88 -2.12
O3 0.52 0.60 -2.87
N1 -2.36 0.40 -1.26
N2 -0.76 -0.57 0.75
N3 -2.40 -1.06 2.19
N4 -1.70 3.63 0.45
N5 -0.36 2.01 -0.15
C1 0.43 2.88 0.66
C2 0.38 -1.80 4.60
C3 2.26 -3.91 0.63
C4 1.51 5.03 1.83
C5 1.33 1.73 -3.09
C6 -1.20 -1.24 2.87
C7 1.16 -1.00 2.45
C8 -0.44 3.88 1.03
C9 -0.96 -1.70 4.16
C10 -3.05 -0.34 -0.20
C11 1.38 -1.33 3.80
C12 1.14 -3.67 -1.34
C13 -2.60 1.88 -1.22
C14 1.81 2.90 0.73
C15 -0.27 -3.24 -1.60
C16 -0.19 -1.54 -3.49
C17 -0.14 -0.93 1.98
C18 0.14 5.06 1.51
C19 0.91 -0.53 -3.69
C20 -2.09 -0.61 0.92
C21 2.33 3.95 1.44
C22 -1.60 2.50 -0.26
H1 -2.69 0.04 -2.18
H2 0.63 -2.26 5.55
H3 1.91 5.90 2.37
H4 -1.10 -1.00 -3.96
H5 2.49 2.10 0.25
H6 -3.67 2.11 -0.92
H7 -3.31 -1.20 2.57
H8 -0.83 -3.18 -0.66
H9 2.02 1.48 -3.90
H10 1.79 -3.43 -2.19
H11 -3.89 0.25 0.27
H12 0.98 -0.20 -4.67
H13 2.49 -3.54 1.62
H14 3.39 3.96 1.62
H15 -3.48 -1.23 -0.61
H16 2.00 -0.83 1.78
H17 1.18 -4.73 -1.18
H18 -0.83 -3.93 -2.25
H19 1.91 -0.84 -3.34
H20 2.40 -1.27 4.04
H21 0.71 2.60 -3.31
H22 -2.39 2.35 -2.22
H23 1.62 -4.79 0.73
H24 1.90 1.99 -2.18
H25 -1.77 -2.13 4.77
H26 0.08 -2.47 -4.09
H27 -0.47 6.00 1.66
H28 3.29 -4.15 0.20
H29 -2.58 4.16 0.63

=====

Here is C21H24N4O3PtSb as an isolated structure from the Open Molecules 2025 dataset. Energies are from ωB97M-V/def2-TZVPD.

The calculation puts the energy above the lowest of the compared OMol25 structures with the same formula, charge and spin at 0.098 eV. Its spin multiplicity is 3. Its net charge is +1. For the lowest unoccupied orbital energy (spin up / spin down), the calculation gives -2.738 / -3.566 eV. For the gap between HOMO and LUMO (spin up / spin down), the calculation gives 7.83 / 7.80 eV.

Cartesian coordinates (Å):
Pt1 -0.23 -0.03 0.16
Sb1 1.92 2.06 2.04
O1 -2.12 -1.09 -1.15
O2 -2.53 0.41 0.23
O3 0.44 -2.36 0.48
N1 2.01 0.05 -0.27
N2 -0.32 -0.10 2.37
N3 -2.98 -0.39 -0.62
N4 -0.12 2.15 -0.29
C1 -2.16 -1.73 2.33
C2 -0.49 4.88 -0.27
C3 -1.10 4.10 -1.22
C4 0.69 0.62 4.41
C5 0.35 4.28 0.66
C6 -0.86 -3.90 -0.79
C7 2.54 -0.75 -1.21
C8 -0.89 2.72 -1.23
C9 4.72 -0.42 -0.28
C10 1.63 -1.31 -2.27
C11 -0.15 -0.22 5.13
C12 -1.48 1.87 -2.31
C13 -1.14 -0.92 3.06
C14 4.16 0.43 0.67
C15 0.50 2.90 0.63
C16 3.91 -1.00 -1.23
C17 2.79 0.63 0.65
C18 0.58 0.65 3.03
C19 -1.07 -0.98 4.45
C20 0.18 -3.53 0.21
C21 0.93 -4.62 0.93
H1 0.73 -4.53 2.00
H2 -2.36 -2.66 2.87
H3 -0.09 -0.26 6.21
H4 0.67 -5.61 0.59
H5 -3.09 -1.17 2.26
H6 -1.18 2.23 -3.29
H7 1.43 1.24 4.90
H8 2.00 -4.46 0.81
H9 -1.83 -1.96 1.32
H10 0.59 -1.14 -2.01
H11 -1.80 -3.40 -0.55
H12 -1.01 -4.97 -0.87
H13 -2.57 1.89 -2.26
H14 -0.65 5.95 -0.25
H15 -1.74 -1.64 4.97
H16 0.88 4.87 1.40
H17 4.77 0.91 1.42
H18 4.33 -1.64 -2.00
H19 1.80 -2.38 -2.39
H20 -0.58 -3.50 -1.77
H21 -1.16 0.83 -2.21
H22 5.79 -0.60 -0.28
H23 -1.73 4.54 -1.98
H24 1.83 -0.83 -3.23

=====

Look up the net charge of the third one.
+1